(1)
The following is a DFT calculation (wB97M-V/def2-TZVPD) of a cluster of 2 separate species, C26H37NP in total at a distorted geometry.

```
65
Properties=species:S:1:pos:R:3:mulliken_charge:R:1
C 1.36282 4.27118 -2.57306 -1.46
C 1.77057 2.90633 -1.99770 0.60
C 2.64183 2.08099 -2.96640 -1.49
P 0.26612 2.02195 -1.26028 0.65
C -0.34417 3.47556 -0.19338 0.35
C 0.78278 4.16402 0.58690 -1.76
C -1.46836 3.06880 0.75347 -1.97
C -1.01433 2.22468 -2.64680 0.63
C -2.34541 1.54910 -2.27662 -1.34
C -0.51727 1.77924 -4.02383 -1.70
H 2.25537 4.81150 -2.91604 0.46
H 0.66827 4.16665 -3.41468 0.24
H 0.86690 4.90551 -1.83353 0.34
H 2.39760 3.08507 -1.10554 0.42
H 3.53227 2.67055 -3.23974 0.45
H 2.98310 1.15614 -2.47996 0.32
H 2.11362 1.80344 -3.88673 0.27
H -0.77162 4.19034 -0.91465 0.52
H 0.34333 4.88947 1.28417 0.45
H 1.36306 3.44569 1.18181 0.34
H 1.48724 4.70764 -0.05230 0.36
H -1.69177 3.89683 1.44267 0.48
H -2.39596 2.81440 0.22191 0.27
H -1.15704 2.21975 1.37136 0.46
H -1.19436 3.31089 -2.68804 0.46
H -2.97697 1.47091 -3.17453 0.46
H -2.20821 0.52939 -1.88264 0.14
H -2.90058 2.13475 -1.52997 0.28
H -1.37134 1.72608 -4.71172 0.47
H 0.21085 2.47365 -4.45798 0.30
H -0.06455 0.78005 -4.00429 0.29
C -2.94046 0.19443 4.31185 -0.84
N -2.06512 -0.52825 3.40615 0.18
C -1.73174 -0.10963 2.16284 -1.44
C -0.84276 -1.03603 1.54907 0.57
C -0.12681 -0.88803 0.35252 0.49
C 0.73765 -1.94720 -0.13274 0.16
C 1.76438 -2.48708 0.68167 -0.75
C 2.46064 -3.61728 0.28923 -0.34
C 2.18348 -4.24934 -0.92565 1.05
C 2.95593 -5.47325 -1.31063 -1.42
C 1.19744 -3.70460 -1.75928 -0.87
C 0.53269 -2.53763 -1.40447 -0.65
C -0.82095 -2.19189 2.48182 0.53
C -0.44851 -3.53048 2.40175 0.09
C -0.62965 -4.38319 3.50629 -0.88
C -1.26440 -3.92925 4.66586 -0.67
C -1.73672 -2.61330 4.74562 -0.96
C -1.50482 -1.78362 3.65338 0.42
H -3.12301 -0.40678 5.20113 0.31
H -2.47811 1.14361 4.61422 0.31
H -3.89421 0.41549 3.81286 0.33
H -2.19120 0.78360 1.74437 0.80
H -0.23353 0.03520 -0.23223 0.09
H 2.00410 -2.01169 1.62951 0.47
H 3.25850 -4.03040 0.91821 0.41
H 2.69897 -5.79021 -2.32319 0.37
H 4.03085 -5.26990 -1.28959 0.35
H 2.77434 -6.30048 -0.61622 0.32
H 0.98916 -4.20507 -2.71248 0.32
H -0.19510 -2.08962 -2.07853 0.45
H -0.03865 -3.93003 1.47549 0.43
H -0.28393 -5.41203 3.44321 0.43
H -1.39462 -4.61013 5.51006 0.39
H -2.26761 -2.23648 5.61603 0.25
```

## Properties
2S+1: 1
LUMO level in Eh: -0.1692
Orbital gap in eV: 6.41
Total charge: +1

=====

(2)
The following is a DFT calculation (wB97M-V/def2-TZVPD) of a structure of composition C26H38AsMnN6O4Si3 at a distorted geometry.

```
79
Properties=species:S:1:pos:R:3:mulliken_charge:R:1
Mn 0.74276 0.89871 0.52214 -0.04
N -0.58839 -2.26390 0.21676 -0.24
N -0.25218 -2.71292 1.49172 -0.33
C 0.62875 -1.97220 2.25097 0.17
N 1.15266 -2.64148 3.32571 -0.56
N 0.81698 -0.71442 1.98510 -0.41
N 1.76974 0.00882 2.67036 1.22
O 2.44225 -0.36902 3.67121 -0.90
O 1.82332 1.24994 2.18506 -0.92
H -1.58797 -2.30888 0.07550 0.38
H -0.08454 -2.76734 -0.50183 -0.03
H -0.15871 -3.71118 1.62013 0.29
H 1.42218 -3.59310 3.12642 0.26
H 1.85537 -2.07433 3.79972 0.36
O 2.19977 0.01471 -0.56216 2.48
Si 2.65814 -1.22603 -1.43656 -2.09
C 1.63058 -1.38878 -3.01286 0.40
C 2.05861 -2.06650 -4.15781 -0.51
C 1.23980 -2.19271 -5.27217 -0.63
C -0.03393 -1.63920 -5.26378 -0.65
C -0.47866 -0.95673 -4.14066 -0.46
C 0.34847 -0.83189 -3.03088 0.22
C 2.54493 -2.90654 -0.54608 0.73
C 3.22243 -3.06076 0.66836 -0.04
C 3.25813 -4.28103 1.32820 -0.93
C 2.58891 -5.37987 0.80018 -0.40
C 1.90246 -5.24967 -0.39914 -0.70
C 1.89566 -4.02790 -1.06596 -0.32
C 4.48971 -1.20392 -1.91811 0.57
C 5.26731 -0.04828 -1.84004 0.45
C 6.60674 -0.04609 -2.20884 -0.65
C 7.20212 -1.20951 -2.67279 -0.53
C 6.45354 -2.37685 -2.74939 -0.81
C 5.11947 -2.37026 -2.36736 -0.29
H 3.05595 -2.49220 -4.18941 0.34
H 1.59702 -2.71762 -6.15051 0.39
H -0.67503 -1.73615 -6.13190 0.35
H -1.47019 -0.51986 -4.12347 0.48
H -0.00702 -0.28829 -2.16354 0.09
H 3.73610 -2.20955 1.10516 0.23
H 3.80980 -4.37546 2.25689 0.43
H 2.61384 -6.33322 1.31459 0.36
H 1.38494 -6.10204 -0.82350 0.40
H 1.37415 -3.94844 -2.01562 0.41
H 4.81872 0.86406 -1.46659 -0.52
H 7.18614 0.86619 -2.12907 0.42
H 8.24627 -1.21168 -2.96183 0.36
H 6.91249 -3.29550 -3.09543 0.40
H 4.56191 -3.30085 -2.40597 0.36
O -3.09917 -0.28402 -0.79687 -0.71
C -2.08382 0.26555 -0.49123 0.75
N -1.07860 0.81008 -0.18876 -0.64
C -0.26368 5.84419 -1.80613 -1.23
Si -0.62188 3.99701 -1.66264 0.52
C -2.35672 3.81170 -0.98457 -1.11
C -0.59426 3.27030 -3.39121 -0.87
As 0.92769 3.20180 -0.10069 0.01
Si 2.96762 3.34964 -1.22729 0.45
C 4.23627 2.68315 -0.03025 -0.90
C 3.01416 2.47411 -2.88178 -0.74
C 3.32898 5.17294 -1.54093 -1.14
H -1.16324 6.37300 -2.13395 0.37
H 0.52768 6.04469 -2.52967 0.29
H 0.04751 6.26384 -0.84798 0.33
H -3.04404 4.45334 -1.54379 0.38
H -2.39738 4.09479 0.06904 0.29
H -2.70263 2.78179 -1.06011 0.25
H -1.35103 3.77415 -4.00121 0.43
H -0.81737 2.20163 -3.37831 -0.01
H 0.37326 3.40435 -3.87672 0.33
H 3.98338 1.66032 0.25748 0.02
H 4.22649 3.28443 0.88128 0.39
H 5.24502 2.70645 -0.45348 0.39
H 2.62963 1.45833 -2.79022 -0.25
H 4.03083 2.43020 -3.28400 0.42
H 2.39235 3.00451 -3.60591 0.48
H 3.05880 5.79024 -0.68254 0.31
H 2.78503 5.54523 -2.41033 0.26
H 4.39842 5.30545 -1.73165 0.36
```

## Properties
2S+1: 6
LUMO level (spin up / spin down) in Eh: 0.0702 / 0.0934
Orbital gap (spin up / spin down) in eV: 5.28 / 7.72
ΔE to the lowest compared entry with this formula, charge and spin in kcal/mol: 0.0
Total charge: -1

=====

(3)
The following is a DFT calculation (wB97M-V/def2-TZVPD) of a cluster of 3 separate species, C26H38BI2N3O9P in total at a distorted geometry.

```
80
Properties=species:S:1:pos:R:3:mulliken_charge:R:1
C -0.16571 -2.96369 -3.51514 -1.63
C 0.29888 -2.01670 -2.39148 0.05
I -0.78352 -0.19717 -2.75364 0.15
C 0.06909 -2.75395 -1.03770 -2.23
I -1.63651 -1.96140 -0.00317 0.03
C 1.32486 -2.85233 -0.07859 3.42
C 1.51648 -4.33416 0.35383 -1.77
C 1.26235 -4.63385 1.82632 -0.70
C -0.20703 -4.68764 2.26211 0.11
C -0.45836 -5.81574 3.26079 -1.05
N -0.43642 -7.17001 2.71138 -0.60
O 1.06222 -2.07451 1.07593 -0.58
B 2.29369 -1.35596 1.54040 0.82
O 2.59218 -1.71680 2.93341 -0.87
C 2.20387 0.30945 1.43630 -1.01
C 1.02301 0.82142 0.67265 0.50
O 0.94131 2.32649 0.62897 -0.38
C 0.09251 2.90826 1.45815 0.24
O -0.06413 2.66793 2.63905 -0.63
O 3.33990 -1.88692 0.62904 -0.80
C 2.65374 -2.17889 -0.55389 -1.03
P 3.93786 -3.19057 -1.46209 0.05
C 3.59465 -3.23373 -3.28571 -1.19
C 5.48915 -2.24289 -1.23934 -1.24
H -1.11612 -3.42537 -3.25367 0.39
H -0.32357 -2.42310 -4.44540 0.56
H 0.59328 -3.72330 -3.70702 0.36
H 1.34159 -1.80327 -2.54775 0.15
H -0.29801 -3.73972 -1.29035 0.87
H 2.53207 -4.65362 0.13123 0.47
H 0.86921 -4.99549 -0.23091 0.44
H 1.68758 -5.63194 1.99275 0.54
H 1.82447 -3.95372 2.46007 0.12
H -0.87328 -4.81107 1.40664 0.13
H -0.43168 -3.75816 2.78563 0.04
H 0.29159 -5.77349 4.05221 0.42
H -1.42720 -5.68118 3.74597 0.40
H -1.03981 -7.25700 1.90705 0.24
H 0.49614 -7.47962 2.48671 0.28
H 1.75718 -1.81559 3.38988 0.22
H 2.22413 0.77746 2.41993 0.28
H 3.10125 0.65595 0.91023 0.22
H 0.07451 0.49551 1.09007 0.19
H 1.09137 0.58363 -0.38241 -0.22
H -0.51440 3.68660 0.95879 0.39
H 2.46249 -1.24019 -1.09783 0.87
H 3.53353 -4.27959 -3.57546 0.29
H 2.66453 -2.75553 -3.57302 0.30
H 4.41589 -2.79543 -3.85262 0.38
H 6.06184 -2.19216 -2.16459 0.43
H 6.06415 -2.70615 -0.44693 0.29
H 5.28096 -1.22136 -0.91753 0.34
C -0.08298 5.49892 4.07283 -0.16
C 1.13541 5.90914 4.60122 -0.52
C 1.21142 7.04242 5.39485 -0.36
C 0.04970 7.74902 5.64803 0.06
C -1.17575 7.36722 5.13301 -0.39
C -1.23289 6.23276 4.33984 -0.56
N 0.11739 8.94555 6.50383 1.00
O 1.20518 9.27831 6.93088 -0.61
O -0.91903 9.53634 6.73768 -0.62
H -0.13127 4.60687 3.45742 0.50
H 2.03001 5.33760 4.39445 0.42
H 2.15016 7.37346 5.81219 0.45
H -2.06026 7.94599 5.35118 0.44
H -2.18192 5.91519 3.92925 0.39
C -5.92491 3.53190 -6.71803 -0.43
C -4.69600 2.95930 -7.01792 -0.42
C -4.13895 2.01943 -6.16504 -0.33
C -4.83542 1.67198 -5.02375 0.09
C -6.05651 2.23093 -4.70003 -0.42
C -6.60166 3.17069 -5.56049 -0.37
N -4.25406 0.65677 -4.12042 1.05
O -3.17003 0.19884 -4.41851 -0.61
O -4.89344 0.35062 -3.13618 -0.60
H -6.35708 4.26247 -7.38908 0.37
H -4.16871 3.24292 -7.91844 0.36
H -3.18415 1.56196 -6.37640 0.47
H -6.56477 1.93385 -3.79527 0.45
H -7.55717 3.61979 -5.32635 0.36
```

## Properties
2S+1: 1
LUMO level in Eh: 0.0344
Orbital gap in eV: 6.06
ΔE to the lowest compared entry with this formula, charge and spin in kcal/mol: 0.0
Total charge: -1

=====

| no. | E_tot (eV) |
| --- | --- |
| 1 | -38334.5931 |
| 2 | -160505.7971 |
| 3 | -76640.5543 |